The following is a DFT calculation (the ωB97M-V functional and the def2-TZVPD basis) of 3 unconnected molecules or ions with the total composition C3H4BrF in a non-equilibrium geometry.

Cartesian coordinates (Å):
C -0.4299 1.7323 -0.4718
C -1.4889 1.9579 -0.0441
C -0.1280 -0.8463 2.4965
F -2.4340 2.8919 -0.3120
Br 1.9170 -1.1116 2.1154
H -0.5110 0.5360 1.9056
H 0.2902 0.9836 -0.1749
H -0.7745 -1.6193 2.1163
H -0.2581 -0.6458 3.5790

LUMO level	-0.762	eV
energy relative to the best compared isomer or geometry (same formula, charge and spin)	133.6	kcal/mol
HOMO level	-0.37585	Eh
HOMO-LUMO gap	9.47	eV